[1]
Formula: C29H52Cl2N3O2P2SeSi4Ta
Source: the Open Molecules 2025 dataset
Level of theory: ωB97M-V/def2-TZVPD

Properties
- HOMO level (eV) = -7.268
- gap between HOMO and LUMO (Ha) = 0.237
- DFT total energy (Ha) = -6670.75702

Positions of all 96 atoms, in Å:
Ta 0.284 0.144 -0.042
O -1.124 1.781 -2.219
C -0.485 2.834 -2.991
O -0.296 -0.326 -3.329
C 0.785 -0.856 -4.104
H 0.233 2.401 -3.713
H 0.044 3.481 -2.286
H -1.248 3.410 -3.553
H 0.630 -0.717 -5.189
H 0.891 -1.921 -3.867
H 1.688 -0.319 -3.788
C -2.073 1.188 -3.144
C -1.329 0.280 -4.099
H -2.623 1.960 -3.712
H -2.797 0.598 -2.569
H -0.927 0.869 -4.937
H -2.015 -0.494 -4.470
Cl 0.379 -1.785 -1.251
Cl 1.669 1.053 -1.622
N 0.323 -1.975 1.568
P -2.377 -0.239 0.237
P 2.978 -0.164 0.675
C 3.297 -1.540 1.762
C 2.990 1.479 1.434
C -2.590 -1.240 1.755
C -2.962 1.436 0.511
Si -1.582 2.733 0.767
H -3.644 1.427 1.380
H -3.542 1.748 -0.373
C -1.892 3.392 2.500
C -1.940 4.231 -0.282
Si 1.536 2.722 1.105
H 3.931 1.957 1.125
H 3.052 1.299 2.521
C 2.179 4.050 -0.027
C 1.371 3.545 2.795
Si 1.714 -2.427 2.426
H 3.891 -1.144 2.608
H 3.895 -2.293 1.214
C 1.859 -2.028 4.272
C 2.007 -4.269 2.242
Si -1.212 -2.561 2.026
H -3.549 -1.775 1.655
H -2.646 -0.571 2.629
C 4.143 -0.305 -0.721
C 4.920 0.788 -1.152
H 4.992 1.681 -0.540
C 5.570 0.714 -2.384
H 6.134 1.573 -2.729
C 5.477 -0.443 -3.174
H 5.966 -0.479 -4.143
C 4.736 -1.545 -2.712
H 4.686 -2.456 -3.303
C 4.057 -1.467 -1.503
H 3.450 -2.314 -1.167
C -3.553 -1.013 -0.928
C -3.052 -1.956 -1.842
H -1.975 -2.142 -1.861
C -3.914 -2.638 -2.705
H -3.506 -3.355 -3.419
C -5.288 -2.390 -2.646
H -5.968 -2.932 -3.304
C -5.791 -1.447 -1.748
H -6.863 -1.242 -1.702
C -4.936 -0.746 -0.894
H -5.331 0.002 -0.199
H 1.812 -4.581 1.208
H 1.372 -4.854 2.921
H 3.061 -4.463 2.491
H 2.132 -0.973 4.427
H 2.679 -2.655 4.659
H 0.952 -2.233 4.856
C -1.641 -4.061 0.997
C -1.430 -3.050 3.840
H -1.362 -3.896 -0.051
H -2.722 -4.248 1.061
H -1.109 -4.946 1.374
H -1.441 -2.177 4.513
H -0.678 -3.763 4.203
H -2.415 -3.539 3.914
H -2.211 3.951 -1.309
H -1.056 4.876 -0.306
H -2.773 4.772 0.179
H -1.701 2.672 3.314
H -2.968 3.646 2.524
H -1.325 4.310 2.699
H 3.235 4.225 0.213
H 1.602 4.962 0.169
H 2.086 3.761 -1.078
H 0.894 2.908 3.552
H 0.826 4.494 2.712
H 2.402 3.763 3.121
N 0.019 2.197 0.345
Se -0.917 0.606 4.986
C -0.252 0.547 3.354
N 0.205 0.489 2.243

=====

[2]
Formula: C12H44O10
Source: the Open Molecules 2025 dataset
Level of theory: ωB97M-V/def2-TZVPD

Properties
- HOMO level (eV) = -9.709
- gap between HOMO and LUMO (Ha) = 0.348
- SMILES = CC(C)O.CC(C)O.CC(C)O.CC(C)O.O.O.O.O.O.O
- DFT total energy (Ha) = -1235.99635

Positions of all 66 atoms, in Å:
C 3.066 12.990 -9.035
C 4.141 13.199 -10.096
C 5.439 12.481 -9.737
O 3.630 12.581 -11.301
H 2.931 11.950 -8.765
H 2.136 13.416 -9.415
H 3.335 13.564 -8.147
H 4.314 14.264 -10.259
H 5.833 12.864 -8.792
H 6.219 12.629 -10.494
H 5.345 11.403 -9.608
H 4.388 12.344 -11.843
C 3.702 8.452 -9.540
C 4.142 7.002 -9.734
C 3.171 6.166 -10.535
O 5.401 7.019 -10.427
H 4.573 9.029 -9.223
H 3.006 8.599 -8.709
H 3.177 8.829 -10.421
H 4.250 6.606 -8.714
H 3.549 5.268 -11.018
H 2.790 6.785 -11.359
H 2.282 5.902 -9.958
H 5.757 7.919 -10.405
C 2.559 10.551 -14.964
C 1.439 9.531 -14.841
C 1.857 8.315 -14.020
O 0.301 10.137 -14.238
H 2.905 10.871 -13.977
H 2.282 11.417 -15.563
H 3.445 10.111 -15.439
H 1.155 9.189 -15.837
H 2.697 7.779 -14.467
H 1.008 7.641 -13.911
H 2.152 8.600 -13.006
H 0.584 10.473 -13.372
C 3.156 9.601 -4.736
C 3.799 10.849 -5.281
C 4.309 10.627 -6.708
O 2.884 11.950 -5.268
H 2.271 9.350 -5.330
H 2.818 9.763 -3.712
H 3.818 8.741 -4.798
H 4.681 11.101 -4.678
H 3.518 10.318 -7.384
H 5.104 9.873 -6.710
H 4.823 11.513 -7.088
H 3.431 12.728 -5.410
O 1.167 11.071 -11.630
H 0.662 11.875 -11.799
H 2.055 11.390 -11.404
O 2.232 2.277 -11.073
H 2.753 1.996 -11.830
H 2.874 2.699 -10.483
O 1.993 3.495 -7.657
H 2.626 3.630 -8.374
H 1.154 3.334 -8.103
O 4.488 3.180 -9.414
H 5.279 3.625 -9.775
H 4.757 2.860 -8.547
O 6.612 4.579 -10.584
H 6.246 5.495 -10.603
H 7.561 4.680 -10.689
O 6.677 9.541 -10.876
H 7.373 10.182 -10.698
H 6.159 9.924 -11.593

=====

[3]
Formula: C9H15ClN2O
Source: the Open Molecules 2025 dataset
Level of theory: ωB97M-V/def2-TZVPD

Properties
- HOMO level (eV) = -9.170
- gap between HOMO and LUMO (Ha) = 0.359
- DFT total energy (Ha) = -996.77331

Positions of all 28 atoms, in Å:
C -0.254 1.200 -1.340
C 1.222 -0.559 0.203
C -1.888 -1.218 -1.231
C -1.760 -1.156 1.272
C -2.962 0.759 -0.061
C 3.565 -0.554 0.531
C 2.507 1.561 -0.124
C -0.463 0.537 -0.074
C -1.788 -0.285 -0.015
N -0.140 1.635 -2.381
N 2.357 0.185 0.185
O 1.037 -1.707 0.364
Cl -0.265 1.615 1.346
H -2.066 -0.735 -2.257
H -0.919 -1.662 -1.287
H -2.639 -1.869 -1.285
H -1.220 -0.556 2.040
H -2.756 -1.323 1.685
H -1.100 -1.948 1.270
H -3.994 0.296 0.262
H -3.072 1.086 -1.135
H -2.875 1.468 0.791
H 4.271 -0.382 -0.281
H 4.059 -0.354 1.505
H 3.480 -1.671 0.678
H 2.797 1.522 -1.136
H 1.656 2.166 -0.026
H 3.209 1.948 0.500